{"formula": "C10H14B2BeF4N6", "method": "ωB97M-V/def2-TZVPD", "species": ["H", "N", "B", "N", "C", "Be", "H", "C", "H", "C", "H", "C", "H", "H", "H", "N", "N", "N", "N", "C", "C", "H", "H", "C", "C", "C", "C", "H", "H", "H", "H", "H", "F", "B", "F", "F", "F"], "coordinates": [[0.60, 2.53, 0.37], [0.44, 1.52, -1.45], [0.23, 0.46, -3.73], [0.60, 1.79, -2.81], [1.00, 3.10, -2.90], [0.04, 0.03, -1.11], [1.24, 3.65, -3.82], [1.06, 3.62, -1.60], [1.32, 4.61, -1.25], [0.69, 2.61, -0.72], [0.36, 0.68, -4.90], [-1.15, -2.39, 2.14], [-1.17, -3.36, 2.70], [-0.27, -2.32, 1.44], [-2.02, -2.35, 1.46], [-1.24, 0.03, -3.29], [1.17, -0.68, -3.16], [-1.39, -0.19, -1.92], [1.08, -0.97, -1.79], [-2.43, -0.22, -3.87], [2.11, -1.49, -3.68], [-2.58, -0.22, -4.93], [2.34, -1.55, -4.74], [-3.36, -0.54, -2.88], [2.67, -2.26, -2.65], [-2.67, -0.51, -1.68], [1.97, -1.94, -1.49], [-4.41, -0.74, -2.98], [3.49, -2.94, -2.70], [-2.98, -0.64, -0.66], [2.06, -2.31, -0.48], [-1.19, -1.54, 2.86], [0.76, 1.38, 2.02], [0.46, 0.93, 3.38], [1.14, 1.73, 4.35], [-0.91, 0.99, 3.54], [0.94, -0.42, 3.47]], "nbo_charge": [0.298, -0.609, 0.564, -0.316, 0.022, 1.729, 0.241, -0.343, 0.246, 0.026, -0.013, -0.855, 0.219, 0.187, 0.182, -0.320, -0.318, -0.550, -0.581, 0.036, 0.041, 0.236, 0.239, -0.341, -0.338, 0.022, 0.030, 0.246, 0.246, 0.242, 0.248, 0.266, -0.618, 1.364, -0.573, -0.568, -0.587], "orbital_gap_ev": 9.91, "lumo_ev": -0.38, "e_homo_ev": -10.3, "charge": 0}

---

{"formula": "C10H14B2F4N6Pd", "method": "ωB97M-V/def2-TZVPD", "species": ["H", "N", "B", "N", "C", "Pd", "H", "C", "H", "C", "H", "C", "H", "H", "H", "N", "N", "N", "N", "C", "C", "H", "H", "C", "C", "C", "C", "H", "H", "H", "H", "H", "F", "B", "F", "F", "F"], "coordinates": [[-0.20, 2.77, 1.90], [0.35, 1.64, 0.21], [0.84, 0.87, -2.19], [0.75, 1.96, -1.09], [0.86, 3.29, -1.20], [-0.54, -0.24, 0.70], [1.11, 3.74, -2.15], [0.53, 3.84, 0.03], [0.48, 4.87, 0.28], [0.19, 2.77, 0.89], [1.30, 1.27, -3.21], [-1.99, -2.73, 2.57], [-2.38, -2.86, 3.59], [-1.08, -3.32, 2.45], [-2.76, -3.10, 1.89], [-0.56, 0.26, -2.38], [1.72, -0.23, -1.51], [-1.23, -0.27, -1.26], [1.41, -0.74, -0.25], [-1.35, 0.14, -3.46], [2.76, -0.92, -2.02], [-1.02, 0.47, -4.43], [3.09, -0.70, -3.03], [-2.54, -0.46, -3.06], [3.16, -1.86, -1.07], [-2.44, -0.68, -1.68], [2.26, -1.74, 0.02], [-3.40, -0.67, -3.67], [3.96, -2.56, -1.16], [-3.15, -1.07, -0.97], [2.16, -2.32, 0.94], [-1.78, -1.66, 2.38], [-0.26, 0.14, 2.92], [-0.10, 0.04, 4.47], [-1.35, -0.32, 4.99], [0.88, -0.94, 4.71], [0.31, 1.31, 4.88]], "mulliken_spin": [0.002, 0.227, -0.020, 0.080, -0.014, 1.498, 0.000, 0.120, 0.003, 0.013, -0.002, 0.005, 0.002, 0.001, 0.000, 0.114, 0.108, 0.282, 0.320, 0.167, 0.232, -0.001, -0.002, 0.305, 0.318, 0.064, 0.132, -0.007, -0.010, 0.007, 0.005, -0.002, 0.039, 0.005, 0.002, 0.002, 0.003], "s_squared": 6.032, "e_above_lowest_kcal_mol": 0.00, "orbital_gap_ev": [8.19, 3.34], "lumo_ev": [-7.87, -12.72], "e_homo_ev": [-16.1, -16.1], "spin_multiplicity": 5, "charge": 2}

---

{"formula": "C10H14BBrN6Sr", "method": "ωB97M-V/def2-TZVPD", "species": ["H", "N", "B", "N", "C", "Sr", "H", "C", "H", "C", "H", "C", "H", "H", "H", "N", "N", "N", "N", "C", "C", "H", "H", "C", "C", "C", "C", "H", "H", "H", "H", "H", "Br"], "coordinates": [[1.27, -1.70, 1.96], [1.33, -1.31, -0.11], [1.60, -1.41, -2.63], [1.81, -2.01, -1.20], [2.41, -3.14, -0.79], [0.20, 1.03, -0.08], [2.86, -3.81, -1.51], [2.33, -3.20, 0.61], [2.71, -3.96, 1.26], [1.62, -2.04, 0.98], [2.08, -2.12, -3.45], [-0.71, 3.22, 0.43], [-1.20, 4.00, 1.03], [-1.52, 2.67, -0.07], [-0.03, 3.72, -0.28], [2.28, -0.01, -2.61], [0.08, -1.21, -2.88], [1.85, 0.97, -1.71], [-0.68, -0.44, -2.00], [3.31, 0.45, -3.34], [-0.71, -1.67, -3.87], [3.76, -0.19, -4.09], [-0.29, -2.28, -4.65], [3.60, 1.76, -2.94], [-2.01, -1.20, -3.65], [2.67, 2.05, -1.92], [-1.95, -0.45, -2.46], [4.36, 2.41, -3.32], [-2.88, -1.38, -4.26], [2.54, 2.95, -1.33], [-2.74, 0.06, -1.93], [-0.12, 2.56, 1.20], [-1.17, 0.07, 2.29]], "nbo_charge": [0.236, -0.409, 0.560, -0.341, -0.004, 1.787, 0.218, -0.366, 0.227, -0.031, -0.037, -0.902, 0.269, 0.219, 0.223, -0.310, -0.329, -0.452, -0.404, 0.019, 0.005, 0.230, 0.224, -0.356, -0.362, -0.052, -0.039, 0.233, 0.229, 0.199, 0.210, 0.194, -0.887], "e_above_lowest_kcal_mol": 17.49, "orbital_gap_ev": 8.32, "lumo_ev": -0.22, "e_homo_ev": -8.5, "charge": 0}

---

{"formula": "C10H14BCeClN6", "method": "ωB97M-V/def2-TZVPD", "species": ["H", "N", "B", "N", "C", "Ce", "H", "C", "H", "C", "H", "C", "H", "H", "H", "N", "N", "N", "N", "C", "C", "H", "H", "C", "C", "C", "C", "H", "H", "H", "H", "H", "Cl"], "coordinates": [[-0.28, 2.86, 2.49], [0.11, 1.64, 0.78], [0.79, 0.79, -1.53], [0.62, 1.93, -0.48], [0.85, 3.25, -0.59], [-0.62, -0.56, 1.62], [1.25, 3.65, -1.51], [0.50, 3.86, 0.62], [0.57, 4.90, 0.86], [0.05, 2.83, 1.46], [1.25, 1.20, -2.56], [-1.96, -2.49, 2.83], [-2.15, -2.82, 3.85], [-0.89, -2.72, 2.64], [-2.59, -3.03, 2.12], [-0.64, 0.19, -1.72], [1.68, -0.33, -0.92], [-1.33, -0.33, -0.62], [1.33, -0.92, 0.30], [-1.40, 0.12, -2.82], [2.79, -0.91, -1.39], [-1.01, 0.48, -3.76], [3.19, -0.60, -2.34], [-2.63, -0.46, -2.47], [3.22, -1.88, -0.48], [-2.55, -0.73, -1.10], [2.30, -1.85, 0.58], [-3.45, -0.65, -3.13], [4.08, -2.52, -0.57], [-3.29, -1.17, -0.44], [2.28, -2.42, 1.50], [-2.23, -1.37, 2.82], [0.14, 0.07, 3.98]], "lowdin_charge": [0.116, -0.097, -0.453, -0.001, 0.002, 1.162, 0.149, 0.005, 0.118, -0.076, 0.137, -0.051, 0.102, 0.032, 0.089, 0.015, 0.013, -0.128, -0.120, 0.017, 0.009, 0.154, 0.154, 0.012, 0.011, -0.066, -0.060, 0.121, 0.121, 0.127, 0.129, 0.002, 0.254], "e_above_lowest_kcal_mol": 0.00, "orbital_gap_ev": 5.49, "lumo_ev": -10.29, "e_homo_ev": -15.8, "charge": 2}